(1)
The following is a DFT calculation (the ωB97M-V functional and the def2-TZVPD basis) of 2 unconnected molecules or ions with the total composition C4H13ClNO5PSi at a distorted geometry.

Positions of all 26 atoms, in Å:
C1 0.821 -0.748 -1.525
Si1 -0.450 -0.929 -2.967
O1 0.201 -2.107 -4.100
O2 -0.660 0.609 -3.799
N1 -1.017 1.559 -2.907
O3 -2.240 1.592 -2.757
P1 -2.308 -1.742 -2.124
O4 -2.048 -3.499 -2.121
Cl1 -2.536 -1.016 -0.137
H1 1.724 -1.496 -1.736
H2 0.365 -1.075 -0.474
H3 1.281 0.331 -1.511
H4 1.133 -2.379 -3.787
H5 -1.039 -3.626 -2.028
C2 -0.558 1.883 2.591
C3 0.595 1.000 2.141
C4 1.270 0.325 3.324
O5 1.551 1.792 1.441
H6 -0.205 2.681 3.254
H7 -1.027 2.372 1.730
H8 -1.319 1.300 3.120
H9 0.226 0.239 1.445
H10 1.688 1.067 4.014
H11 2.105 -0.298 2.987
H12 0.564 -0.305 3.875
H13 1.884 2.470 2.052

Values from the calculation:
orbital gap	8.273	eV
highest occupied orbital energy	-9.11	eV
SMILES	C[Si@](O)(ON=O)P(O)Cl.CC(C)O
electronic energy	-1682.17276	hartree

Atom charges from the natural (NBO) analysis, given in e for atoms 1 to 6: C -1.197; Si 1.687; O -1.066; O -0.673; N 0.368; O -0.273

=====

(2)
The following is a DFT calculation (the ωB97M-V functional and the def2-TZVPD basis) of a molecular structure, C4H13F3NbO3S.

Positions of all 25 atoms, in Å:
F1 5.019 2.699 1.161
C1 4.415 2.935 -0.071
F2 5.037 2.061 -0.954
F3 4.888 4.186 -0.444
Nb1 2.028 2.735 0.036
H1 1.639 1.111 -0.748
H2 2.400 3.454 -1.627
H3 1.451 4.354 0.741
H4 2.082 1.892 1.728
H5 0.312 2.905 -0.464
O1 -0.976 -0.178 -0.086
S1 -2.173 -0.819 0.369
O2 -2.354 -1.109 1.762
O3 -2.381 -2.163 -0.473
C2 -1.193 -2.996 -0.639
C3 -0.880 -3.799 0.599
C4 -3.583 0.052 -0.220
H6 -0.361 -2.355 -0.929
H7 -1.445 -3.635 -1.484
H8 -0.567 -3.154 1.418
H9 -0.069 -4.495 0.372
H10 -1.754 -4.367 0.922
H11 -3.458 0.233 -1.285
H12 -3.602 0.991 0.330
H13 -4.473 -0.538 -0.013

Values from the calculation:
orbital gap	7.379	eV
highest occupied orbital energy	-4.92	eV
electronic energy	-1140.47755	hartree
total charge	-1

Atom charges from the natural (NBO) analysis, given in e for atoms 1 to 6: F -0.389; C 0.577; F -0.387; F -0.388; Nb 1.400; H -0.309

=====

(3)
The following is a DFT calculation (the ωB97M-V functional and the def2-TZVPD basis) of 2 unconnected molecules or ions with the total composition C4H13N2.

Positions of all 19 atoms, in Å:
C1 -2.100 0.444 -2.297
C2 -1.714 0.349 -0.849
C3 -1.076 -0.686 -0.349
N1 -0.642 -0.805 1.030
H1 -1.640 -0.352 -2.875
H2 -3.182 0.363 -2.395
H3 -1.804 1.403 -2.720
H4 -2.013 1.185 -0.222
H5 -0.776 -1.526 -0.964
H6 -1.048 -0.069 1.600
H7 -0.970 -1.684 1.423
H8 0.888 -0.731 0.964
C4 2.268 0.896 1.191
N2 2.010 -0.554 0.956
H9 3.327 1.081 1.327
H10 1.716 1.202 2.074
H11 1.895 1.461 0.336
H12 2.423 -0.861 0.078
H13 2.439 -1.115 1.691

Values from the calculation:
orbital gap	9.842	eV
highest occupied orbital energy	-12.94	eV
electronic energy	-269.46417	hartree
total charge	+1

Atom charges from the natural (NBO) analysis, given in e for atoms 1 to 6: C -0.638; C -0.176; C -0.079; N -0.838; H 0.218; H 0.237

=====

(4)
The following is a DFT calculation (the ωB97M-V functional and the def2-TZVPD basis) of a gas-phase ion, C4H13N2 (charge +1) at a distorted geometry.

Positions of all 19 atoms, in Å:
C1 1.878 0.868 0.899
C2 0.469 0.546 0.459
C3 0.292 -0.971 0.318
C4 -1.213 -1.258 0.113
N1 -1.896 -0.587 -1.050
N2 0.150 1.211 -0.840
H1 2.156 0.390 1.838
H2 2.026 1.957 1.108
H3 2.670 0.600 0.162
H4 -0.266 0.968 1.147
H5 0.660 -1.405 1.258
H6 0.787 -1.484 -0.523
H7 -1.354 -2.325 -0.042
H8 -1.788 -1.114 1.025
H9 -2.065 -1.279 -1.768
H10 -0.619 0.636 -1.370
H11 -2.763 -0.215 -0.688
H12 1.036 1.288 -1.358
H13 -0.159 2.170 -0.690

Values from the calculation:
orbital gap	11.279	eV
highest occupied orbital energy	-14.31	eV
SMILES	C[C@@H]([NH3+])CCN
electronic energy	-269.47921	hartree
total charge	+1

Atom charges from the natural (NBO) analysis, given in e for atoms 1 to 6: C -0.649; C -0.052; C -0.440; C -0.242; N -0.871; N -0.721

=====

(5)
The following is a DFT calculation (the ωB97M-V functional and the def2-TZVPD basis) of a gas-phase ion, C4H13N2 (charge +1) at a distorted geometry.

Positions of all 19 atoms, in Å:
C1 0.957 -0.764 0.351
N1 1.120 0.504 -0.345
C2 2.358 1.223 -0.008
C3 -0.548 -1.139 0.463
N2 -1.382 0.055 0.262
C4 -2.501 -0.003 -0.717
H1 1.480 -1.597 -0.125
H2 1.386 -0.700 1.354
H3 1.144 0.297 -1.327
H4 3.225 0.813 -0.530
H5 2.260 2.266 -0.284
H6 2.524 1.148 1.064
H7 -0.831 -1.900 -0.239
H8 -0.739 -1.548 1.440
H9 -0.746 0.833 -0.002
H10 -1.784 0.400 1.135
H11 -3.233 -0.705 -0.342
H12 -2.877 0.997 -0.901
H13 -2.126 -0.376 -1.668

Values from the calculation:
orbital gap	10.677	eV
highest occupied orbital energy	-13.75	eV
SMILES	CNCC[NH2+]C
electronic energy	-269.45809	hartree
total charge	+1

Atom charges from the natural (NBO) analysis, given in e for atoms 1 to 6: C -0.241; N -0.659; C -0.411; C -0.243; N -0.517; C -0.415

=====

(6)
The following is a DFT calculation (the ωB97M-V functional and the def2-TZVPD basis) of a gas-phase ion, C4H13N2 (charge +1) at a distorted geometry.

Positions of all 19 atoms, in Å:
N1 -0.529 -1.954 -0.449
C1 0.725 -1.244 -0.860
C2 0.972 -0.125 0.173
N2 -0.304 0.575 0.411
C3 -0.634 1.377 -0.784
C4 -0.206 1.374 1.639
H1 -0.563 -2.255 0.537
H2 -0.576 -2.825 -0.975
H3 -1.355 -1.363 -0.562
H4 0.722 -0.887 -1.880
H5 1.524 -1.973 -0.733
H6 1.725 0.528 -0.271
H7 1.261 -0.554 1.130
H8 -0.991 0.725 -1.577
H9 0.239 1.920 -1.160
H10 -1.467 2.025 -0.541
H11 0.519 2.194 1.613
H12 0.120 0.676 2.409
H13 -1.181 1.785 1.881

Values from the calculation:
orbital gap	9.590	eV
highest occupied orbital energy	-13.15	eV
SMILES	CN(C)CC[NH3+]
electronic energy	-269.44912	hartree
total charge	+1

Atom charges from the natural (NBO) analysis, given in e for atoms 1 to 6: N -0.671; C -0.238; C -0.238; N -0.469; C -0.429; C -0.414

=====

(7)
The following is a DFT calculation (the ωB97M-V functional and the def2-TZVPD basis) of a gas-phase ion, C4H13N2 (charge +1) at a distorted geometry.

Positions of all 19 atoms, in Å:
C1 -0.287 1.166 0.481
N1 -0.881 0.609 -0.749
C2 -2.338 0.893 -0.901
C3 1.042 0.415 0.662
N2 0.683 -1.004 0.501
C4 1.756 -1.936 0.059
H1 -0.234 2.251 0.517
H2 -0.938 0.864 1.288
H3 -0.388 1.059 -1.528
H4 -2.484 1.785 -1.515
H5 -2.838 0.047 -1.333
H6 -2.737 1.188 0.058
H7 1.737 0.701 -0.124
H8 1.492 0.699 1.617
H9 -0.053 -0.876 -0.219
H10 0.157 -1.319 1.313
H11 2.685 -1.391 0.020
H12 1.801 -2.828 0.657
H13 1.556 -2.217 -0.976

Values from the calculation:
orbital gap	11.115	eV
highest occupied orbital energy	-14.02	eV
SMILES	CNCC[NH2+]C
electronic energy	-269.45409	hartree
total charge	+1

Atom charges from the natural (NBO) analysis, given in e for atoms 1 to 6: C -0.243; N -0.662; C -0.417; C -0.237; N -0.535; C -0.421

=====

(8)
The following is a DFT calculation (the ωB97M-V functional and the def2-TZVPD basis) of 2 unconnected molecules or ions with the total composition C4H13N2 at a distorted geometry.

Positions of all 19 atoms, in Å:
C1 -1.270 -0.399 -1.894
C2 1.726 -0.284 0.746
C3 -0.647 -0.693 1.082
C4 0.156 1.564 0.687
N1 0.029 -0.024 -1.597
N2 0.375 0.152 0.519
H1 -1.282 -0.334 -2.998
H2 -1.578 -1.425 -1.644
H3 -1.987 0.349 -1.549
H4 1.866 -1.318 0.433
H5 2.428 0.357 0.216
H6 1.951 -0.232 1.819
H7 -0.679 -0.590 2.172
H8 -1.629 -0.413 0.699
H9 -0.458 -1.740 0.848
H10 -0.862 1.829 0.411
H11 0.313 1.851 1.732
H12 0.848 2.126 0.065
H13 0.702 -0.776 -1.748

Values from the calculation:
orbital gap (spin up / spin down)	9.165 / 8.668	eV
highest occupied orbital energy (spin up / spin down)	-14.65 / -14.68	eV
electronic energy	-269.35350	hartree
total charge	+1

Atom charges from the natural (NBO) analysis, given in e for atoms 1 to 6: C -0.505; C -0.443; C -0.442; C -0.435; N -0.286; N -0.128

=====

(9)
The following is a DFT calculation (the ωB97M-V functional and the def2-TZVPD basis) of a gas-phase ion, C4H13N2O (charge +1) at a distorted geometry.

Positions of all 20 atoms, in Å:
N1 0.083 -0.773 1.323
C1 0.483 0.246 0.199
C2 -0.917 0.759 -0.434
C3 -1.137 2.039 0.361
O1 -1.841 -0.364 -0.198
C4 1.135 -0.691 -1.112
N2 1.792 -1.723 -0.442
H1 0.508 -1.684 1.172
H2 0.405 -0.445 2.232
H3 -0.982 -0.941 1.306
H4 1.190 0.885 0.646
H5 -0.926 1.052 -1.519
H6 -0.902 1.824 1.488
H7 -0.588 2.890 -0.017
H8 -2.186 2.305 0.441
H9 -2.717 -0.251 -0.545
H10 1.710 -0.029 -1.757
H11 0.322 -0.986 -1.928
H12 2.817 -1.506 -0.318
H13 1.751 -2.607 -0.898

Values from the calculation:
orbital gap	10.724	eV
highest occupied orbital energy	-13.69	eV
SMILES	C[C@H](O)[C@@H]([NH3+])CN
electronic energy	-344.66261	hartree
total charge	+1

Atom charges from the natural (NBO) analysis, given in e for atoms 1 to 6: N -0.731; C -0.051; C 0.086; C -0.642; O -0.769; C -0.217

=====

(10)
The following is a DFT calculation (the ωB97M-V functional and the def2-TZVPD basis) of 2 unconnected molecules or ions with the total composition C4H13N2O at a distorted geometry.

Positions of all 20 atoms, in Å:
C1 1.802 -2.106 1.066
C2 1.348 -0.752 1.587
C3 0.419 0.051 0.621
C4 -0.107 -0.579 -0.426
N1 -0.680 0.196 -1.535
N2 0.107 1.359 1.126
H1 1.009 -2.750 1.116
H2 2.047 -1.942 0.038
H3 2.574 -2.371 1.775
H4 0.815 -0.744 2.523
H5 2.223 -0.046 1.619
H6 0.131 -1.598 -0.727
H7 -0.699 -0.490 -2.254
H8 -0.402 1.140 -2.079
H9 -1.682 0.359 -1.353
H10 0.037 2.286 0.623
H11 0.292 1.547 2.143
H12 -2.870 2.872 -1.993
H13 -3.677 1.680 -2.035
O1 -2.689 1.889 -1.833

Values from the calculation:
orbital gap	9.430	eV
highest occupied orbital energy	-12.83	eV
electronic energy	-344.65095	hartree
total charge	+1

Atom charges from the natural (NBO) analysis, given in e for atoms 1 to 6: C -0.608; C -0.413; C 0.273; C -0.225; N -0.712; N -0.857

=====

(11)
The following is a DFT calculation (the ωB97M-V functional and the def2-TZVPD basis) of 3 unconnected molecules or ions with the total composition C4H13N2O at a distorted geometry.

Positions of all 20 atoms, in Å:
C1 -1.757 0.656 1.638
C2 -0.923 -0.566 2.000
C3 0.309 -0.576 1.067
C4 0.497 -1.616 0.078
N1 1.342 -1.509 -0.924
N2 1.048 0.468 0.988
H1 -2.679 0.758 2.200
H2 -2.012 0.586 0.578
H3 -1.150 1.550 1.757
H4 -0.426 -0.549 2.978
H5 -1.398 -1.545 1.924
H6 -0.077 -2.517 0.298
H7 2.187 -0.989 -0.695
H8 0.981 -1.250 -1.828
H9 -0.527 1.077 -4.847
H10 -1.121 1.523 -4.912
H11 1.125 0.914 1.905
H12 1.232 0.796 -0.766
H13 1.912 1.813 -1.734
O1 1.439 0.975 -1.706

Values from the calculation:
orbital gap	7.502	eV
highest occupied orbital energy	-15.04	eV
electronic energy	-344.56343	hartree
total charge	+1

Atom charges from the natural (NBO) analysis, given in e for atoms 1 to 6: C -0.602; C -0.458; C 0.197; C 0.357; N -0.666; N -0.525

=====

(12)
The following is a DFT calculation (the ωB97M-V functional and the def2-TZVPD basis) of 2 unconnected molecules or ions with the total composition C4H13N2O at a distorted geometry.

Positions of all 20 atoms, in Å:
C1 -1.004 0.887 -0.969
C2 -0.768 1.526 0.469
C3 -0.382 0.442 1.506
C4 0.858 -0.045 1.458
N1 -1.386 -0.232 2.128
N2 0.245 0.238 -1.494
H1 -1.772 0.142 -0.919
H2 -1.290 1.666 -1.711
H3 -1.699 2.191 0.686
H4 0.096 2.272 0.538
H5 1.694 0.491 1.102
H6 1.269 -1.042 1.839
H7 1.279 -2.974 -2.318
H8 -2.093 0.253 2.618
H9 -0.899 -0.956 2.558
H10 0.284 -0.477 -2.216
H11 1.061 0.818 -1.624
H12 0.433 -0.369 -0.594
H13 2.430 -2.586 -1.300
O1 1.643 -2.247 -1.757

Values from the calculation:
orbital gap	9.389	eV
highest occupied orbital energy	-12.36	eV
electronic energy	-344.67633	hartree
total charge	+1

Atom charges from the natural (NBO) analysis, given in e for atoms 1 to 6: C -0.221; C -0.472; C 0.216; C -0.598; N -0.794; N -0.732